93
Properties=species:S:1:pos:R:3:mulliken_charge:R:1 method="wB97M-V/def2-TZVPD" homo_energy_ev=-9.857 spin_multiplicity=1 molar_mass_g_mol=466.741 gap_ev=10.3 total_charge=0
H 3.624 0.473 -4.154 0.303
C -0.671 7.481 2.664 0.602
C -7.786 -2.889 -4.557 -1.071
H 6.513 3.263 3.294 0.330
C -0.675 0.861 -1.345 -1.092
H -5.468 -0.472 -3.142 0.337
O -1.673 -0.786 -0.009 -0.500
H 0.793 -4.071 3.218 0.281
H -4.916 2.950 -0.820 0.310
H 1.800 -4.820 1.173 0.315
C 6.534 1.135 2.839 0.604
C 2.647 -5.027 2.838 0.236
H -1.360 -7.339 -0.031 0.274
H 7.080 -0.337 -2.814 0.305
H -6.029 0.879 0.704 0.353
C 6.950 -0.338 -3.896 -1.261
H 1.247 6.548 3.548 0.349
H 2.357 -6.593 4.122 0.347
H -1.537 1.511 -1.200 0.230
H -0.834 -5.890 -2.624 0.203
H 4.901 1.678 -4.510 0.337
H 2.892 -7.122 2.558 0.286
C 4.667 0.746 -3.996 -1.191
H 0.154 -7.371 -0.863 0.279
H 1.123 -6.564 2.788 0.337
C -4.855 2.295 1.206 0.373
C 0.822 7.290 2.871 -1.180
C -1.282 -5.982 -1.634 -0.100
H 1.386 7.337 1.939 0.287
H -1.104 6.509 0.877 0.336
H -5.193 -2.163 -3.706 0.342
H 0.220 1.479 -1.405 0.340
O -0.659 -4.936 -0.845 -0.478
H 6.138 0.742 3.776 0.151
H -2.505 6.779 1.650 0.337
C -1.489 6.472 1.896 -1.303
H 7.424 0.550 -4.314 0.336
C 7.290 2.515 3.137 -1.185
H -6.603 2.489 2.321 0.329
H -8.858 -2.826 -4.744 0.309
H -5.474 3.644 2.835 0.358
O 5.272 -0.622 -5.665 -0.516
O 7.523 0.288 2.321 -0.547
H -2.363 -5.866 -1.708 0.310
H -1.308 -4.281 -0.580 0.262
O 2.721 -4.789 1.441 -0.519
H 5.118 -1.360 -3.815 0.174
H -1.083 7.420 3.671 0.145
H -0.190 0.023 2.112 0.377
C -0.467 -0.071 -0.163 0.404
H -7.635 -3.265 -3.545 0.284
O -5.093 0.958 0.899 -0.526
H 5.925 -1.278 -5.921 0.314
C 1.815 -3.957 3.580 -1.139
H 0.195 -0.896 -0.427 0.306
H -5.311 1.922 3.411 0.321
C 5.467 -0.466 -4.333 0.525
H -7.408 -3.457 -5.407 0.315
H -6.342 -1.747 -2.377 0.316
C 5.393 1.327 1.891 -1.360
H 5.578 1.736 0.898 0.348
H 1.813 -4.083 4.662 0.357
H 7.451 -1.240 -4.248 0.371
H -1.344 -8.143 -1.495 0.349
O -8.010 -0.585 -3.922 -0.538
H -2.399 -0.214 0.250 0.266
H -8.502 -0.186 -4.644 0.305
H 4.742 0.855 -2.914 0.304
H 7.959 2.852 2.345 0.322
H -0.814 0.304 -2.272 0.304
H -6.790 -1.172 -5.494 0.392
H -0.721 1.464 1.430 0.222
H -3.783 2.488 1.254 0.311
H 7.875 2.364 4.044 0.312
H 3.639 -5.013 3.290 0.326
H 0.897 1.011 1.088 0.318
C -5.436 3.169 0.113 -1.265
C -7.046 -1.460 -4.474 0.312
H 7.266 -0.459 1.776 0.299
H -0.598 9.403 2.836 0.319
H 4.892 0.369 1.750 0.362
C -0.106 0.597 1.189 -1.182
H -1.355 5.502 2.377 0.345
H -5.296 4.213 0.393 0.344
O -0.922 8.773 2.187 -0.554
H 2.117 -2.912 3.513 0.286
C -5.924 -1.443 -3.337 -1.304
C -0.918 -7.257 -1.024 -1.095
H 1.152 8.189 3.390 0.317
C -5.549 2.586 2.581 -1.269
H -6.478 2.873 -0.010 0.369
C 2.175 -6.468 3.055 -1.116
H 4.613 1.907 2.385 0.364